Arrangement 1

Formula: C41H82As3IN8O7RbS2Si2Te
Source: the Open Molecules 2025 dataset
Level of theory: ωB97M-V with the def2-TZVPD basis set

Summary:
* 2S+1: 1
* total charge: -1

Each line ends with the Löwdin charge.
Geometry (Å):
Rb -0.28882 -0.13622 -0.22313  0.535
C -6.70067 -1.74571 -3.26859  -0.095
C -5.59089 -2.68866 -2.82103  -0.299
N -5.06790 -2.28338 -1.53295  -0.043
C -3.76777 -2.50582 -1.12135  -0.871
S -2.53438 -2.77567 -2.25654  0.603
N -3.64236 -2.58057 0.18495  -0.069
N -2.55668 -2.25454 0.85667  0.018
C -2.27359 -2.95435 1.91303  -0.305
C -3.00656 -4.22677 2.25626  -0.050
C -1.24155 -2.45649 2.80930  -0.232
C -0.96674 -3.11305 4.02443  -0.025
C -0.03141 -2.58691 4.89138  -0.079
C 0.63309 -1.41840 4.54232  -0.098
C 0.31828 -0.84188 3.31972  -0.176
N -0.58222 -1.33137 2.48037  0.054
H -7.09791 -2.05928 -4.23524  0.067
H -6.31699 -0.72874 -3.35727  0.055
H -7.52050 -1.74034 -2.54511  0.064
H -4.76088 -2.66510 -3.52267  0.057
H -5.97027 -3.72019 -2.79083  0.110
H -5.72513 -2.31275 -0.76727  0.117
H -3.66114 -4.47945 1.42686  0.060
H -3.61545 -4.11208 3.15840  0.077
H -2.30460 -5.04922 2.41061  0.075
H -1.49004 -4.02319 4.27756  0.096
H 0.17782 -3.07793 5.83454  0.104
H 1.38557 -0.98248 5.18786  0.085
H 0.80239 0.07538 3.00021  0.054
C 3.71650 2.16086 1.36769  -0.313
As 3.02987 0.36154 0.90770  1.116
C 3.80171 -0.50583 2.51915  -0.329
C 4.55750 0.01647 -0.30998  -0.360
C 4.78637 -1.35819 -0.95680  -0.691
C 5.98130 -1.20636 -1.91280  -0.080
C 3.57063 -1.78278 -1.78977  -0.349
As 1.96376 -2.44963 -0.84917  1.071
C 0.93624 -2.60130 -2.50152  -0.358
C 2.40534 -4.37895 -0.79578  -0.322
C 5.11810 -2.45094 0.06902  -0.385
As 6.76725 -2.20307 1.13730  1.107
C 6.26470 -3.50879 2.52291  -0.343
C 7.92724 -3.43683 0.12745  -0.349
H 4.62329 2.08889 1.97201  0.024
H 2.95518 2.71705 1.91582  -0.010
H 3.94867 2.70784 0.45447  0.013
H 4.89214 -0.49280 2.48142  -0.009
H 3.44866 -1.53436 2.60466  0.011
H 3.47558 0.02291 3.41513  -0.016
H 5.46187 0.30084 0.23908  0.054
H 4.42032 0.74211 -1.11747  0.078
H 5.75169 -0.49442 -2.70737  0.089
H 6.23132 -2.16627 -2.37189  0.083
H 6.86075 -0.84532 -1.37022  0.061
H 3.86800 -2.56071 -2.50058  0.081
H 3.21805 -0.92157 -2.36582  0.078
H 1.49576 -3.17330 -3.24452  0.031
H 0.72479 -1.61048 -2.90580  -0.035
H -0.01343 -3.09588 -2.31053  -0.065
H 2.92148 -4.68730 -1.70641  0.023
H 1.46402 -4.92538 -0.72407  0.020
H 3.01599 -4.63625 0.06974  0.001
H 5.22218 -3.40512 -0.45723  0.075
H 4.28453 -2.55282 0.76800  0.033
H 5.50077 -3.08421 3.17395  0.003
H 7.12853 -3.76726 3.13567  0.012
H 5.87030 -4.41841 2.06710  0.023
H 8.26926 -2.97171 -0.79638  0.006
H 7.39166 -4.35526 -0.11810  0.021
H 8.80495 -3.69386 0.72143  0.011
C -0.75271 -1.25877 -8.82787  -0.210
Si -0.59340 -1.00035 -6.94559  0.374
C -1.91255 -2.07468 -6.12121  -0.199
C 1.11576 -1.63582 -6.39825  -0.191
C -0.71880 0.78458 -6.44470  -0.516
Te -0.28902 0.92873 -4.08811  1.348
C -1.62859 2.60932 -4.14913  -0.533
Si -3.43529 2.08281 -4.04512  0.436
C -4.45799 3.66626 -3.77701  -0.198
C -4.11765 1.24003 -5.59417  -0.179
C -3.66007 0.90004 -2.59804  -0.187
H -0.68153 -2.31806 -9.09541  0.013
H 0.02928 -0.72280 -9.37102  0.013
H -1.71740 -0.88993 -9.18443  0.014
H -1.73505 -3.13480 -6.32335  0.027
H -2.91629 -1.83635 -6.48198  0.017
H -1.90586 -1.94135 -5.03671  -0.023
H 1.61994 -2.22525 -7.16776  0.016
H 1.01392 -2.25963 -5.50729  0.002
H 1.76128 -0.79476 -6.13595  0.014
H -1.69664 1.22551 -6.65431  -0.046
H 0.04545 1.39144 -6.93899  -0.019
H -1.40451 3.15934 -5.06342  0.010
H -1.39046 3.24113 -3.29219  -0.001
H -4.78338 4.10546 -4.72341  0.021
H -3.88172 4.42891 -3.24764  0.010
H -5.35485 3.45666 -3.19061  -0.015
H -3.98269 1.84736 -6.49193  0.028
H -5.18889 1.05392 -5.47603  0.026
H -3.62328 0.28117 -5.75571  0.006
H -2.93939 1.13207 -1.81144  -0.002
H -3.48396 -0.13060 -2.91053  -0.008
H -4.66709 0.94559 -2.17362  0.030
C -2.43062 0.38101 6.26562  -0.096
C -1.05185 1.02600 6.30747  -0.287
S -1.15876 2.44036 7.42573  0.663
O -2.08470 3.39719 6.88353  -0.293
O -1.38502 1.92892 8.75569  -0.318
C 0.50179 3.16996 7.44592  -0.194
C 0.67044 4.25883 6.40015  -0.135
N 0.41421 3.76612 5.05380  0.046
C 1.07446 2.76026 4.44014  -0.357
N 0.59832 2.50258 3.23821  0.139
C -0.40903 3.37951 3.02725  0.008
C -0.54030 4.19329 4.13823  -0.138
N -1.39154 5.29819 4.29186  -0.341
O -2.27398 5.42758 3.46861  0.088
O -1.21903 6.09455 5.19560  0.077
C 2.22931 2.03775 5.03392  0.017
H -2.42654 -0.48747 5.60921  0.076
H -3.16421 1.09786 5.89824  0.082
H -2.72765 0.07536 7.26822  0.080
H -0.74166 1.38308 5.32475  0.082
H -0.30197 0.35776 6.73125  0.096
H 1.19214 2.33581 7.32593  0.082
H 0.61556 3.58276 8.44707  0.112
H 1.68128 4.67165 6.45696  0.137
H -0.03207 5.05889 6.58821  0.105
H -0.96037 3.41161 2.10043  0.111
H 2.87100 2.70716 5.60825  0.095
H 2.80099 1.60913 4.21547  0.054
H 1.90650 1.22231 5.68518  0.069
N -3.87006 1.90196 0.80266  0.177
C -3.06804 2.83458 0.25853  -0.650
O -1.94468 2.57447 -0.15586  -0.017
C -3.57280 4.26090 0.19841  -0.524
I -5.67822 4.49637 -0.07925  0.826
H -3.53465 0.95390 0.88483  0.116
H -4.77396 2.13393 1.17352  0.048
H -3.07896 4.77128 -0.62125  0.054
H -3.33893 4.75692 1.12947  0.027
C 1.46584 3.64549 -1.03480  -0.074
O 0.58516 3.07411 -2.00234  -0.168
C 0.65961 1.73253 -2.18534  -0.846
O 1.50820 1.06643 -1.58652  -0.344
H 1.33518 4.72364 -1.08971  0.088
H 2.49920 3.37484 -1.25792  0.077
H 1.21837 3.28554 -0.03238  0.074

Arrangement 2

Formula: C41H82As3IN8O7RbS2Si2Te
Source: the Open Molecules 2025 dataset
Level of theory: ωB97M-V with the def2-TZVPD basis set

Summary:
* 2S+1: 1
* total charge: -1

Each line ends with the Löwdin charge.
Geometry (Å):
Rb 0.53865 0.03242 0.47729  0.448
C -3.70136 -1.18055 6.24608  -0.098
C -3.12695 -2.15604 5.22537  -0.276
N -1.75239 -1.85780 4.86136  -0.059
C -1.42512 -0.80316 4.02490  -0.912
S 0.17460 -0.19637 4.14269  0.532
N -2.44052 -0.37767 3.29280  -0.041
N -2.17562 0.41851 2.22436  0.037
C -3.13127 1.22793 1.91435  -0.301
C -4.37565 1.40889 2.73445  -0.047
C -3.03901 1.94498 0.61414  -0.233
C -4.18079 2.54113 0.06355  -0.019
C -4.11479 3.13877 -1.18227  -0.069
C -2.90710 3.15115 -1.86229  -0.071
C -1.82571 2.54904 -1.23975  -0.175
N -1.87602 1.96324 -0.04786  0.087
H -4.73773 -1.43065 6.49071  0.064
H -3.67313 -0.16571 5.84513  0.056
H -3.11928 -1.19559 7.17124  0.067
H -3.72142 -2.13142 4.31562  0.096
H -3.15590 -3.17732 5.61302  0.103
H -1.06948 -1.94529 5.59850  0.085
H -4.21528 0.98922 3.72167  0.049
H -5.23621 0.89618 2.28873  0.084
H -4.63139 2.46849 2.82413  0.076
H -5.11746 2.51104 0.60208  0.099
H -5.00069 3.58086 -1.62253  0.107
H -2.80618 3.60497 -2.84018  0.103
H -0.85790 2.52877 -1.73175  0.066
C 1.68706 2.91315 4.28775  -0.346
As 1.55909 2.77558 2.33870  1.055
C -0.10718 3.80036 2.17525  -0.309
C 2.89836 4.23334 2.14429  -0.385
C 3.15254 5.06993 0.87230  -0.662
C 4.44520 5.85401 1.16508  -0.122
C 3.43533 4.22832 -0.38243  -0.350
As 2.12569 2.93665 -1.13182  1.134
C 3.36452 2.38362 -2.53912  -0.315
C 1.14467 4.16740 -2.32594  -0.338
C 1.96987 6.05280 0.67547  -0.354
As 2.32293 7.86532 -0.05123  1.118
C 1.45498 7.78899 -1.80702  -0.362
C 0.78608 8.68335 0.85314  -0.359
H 1.48897 3.94147 4.59609  0.020
H 2.69301 2.63387 4.60665  0.023
H 0.96951 2.23186 4.73870  -0.054
H -0.02822 4.75990 2.68856  0.021
H -0.89587 3.19713 2.62918  0.016
H -0.36560 3.95499 1.12792  -0.004
H 3.82983 3.73382 2.42479  0.018
H 2.67612 4.93749 2.95141  0.066
H 5.24206 5.15795 1.43683  0.080
H 4.30262 6.54934 1.99794  0.080
H 4.77756 6.43462 0.30291  0.048
H 4.31230 3.60215 -0.18613  0.061
H 3.70851 4.89293 -1.20987  0.072
H 3.80052 3.26145 -3.02143  0.026
H 2.82854 1.78364 -3.27497  0.012
H 4.13549 1.75666 -2.09671  0.014
H 1.81916 4.88924 -2.78540  0.011
H 0.34089 4.69027 -1.80908  0.000
H 0.69621 3.56042 -3.11679  0.010
H 1.55374 6.28075 1.65890  0.055
H 1.16161 5.59328 0.10476  0.049
H 2.10556 7.30624 -2.53307  0.000
H 1.27798 8.81385 -2.13553  0.010
H 0.50500 7.25659 -1.76123  0.015
H 0.99274 8.76866 1.91954  0.013
H -0.11205 8.07915 0.71027  0.026
H 0.61602 9.68166 0.44983  0.011
C 3.35278 -6.56144 3.20236  -0.193
Si 2.03518 -5.23414 3.34478  0.363
C 0.59358 -5.94769 4.29251  -0.193
C 2.74110 -3.82353 4.32707  -0.177
C 1.48402 -4.74376 1.63197  -0.548
Te -0.07268 -3.27091 1.70210  1.288
C -1.63176 -4.75987 1.51817  -0.574
Si -2.05255 -5.13812 -0.25003  0.355
C -3.32927 -6.51246 -0.31758  -0.194
C -0.55560 -5.69088 -1.21442  -0.187
C -2.77214 -3.61422 -1.03270  -0.181
H 3.70446 -6.86617 4.19453  0.024
H 4.21555 -6.19115 2.63813  0.026
H 2.97205 -7.45131 2.68967  0.024
H 0.89065 -6.17785 5.32069  0.028
H 0.21835 -6.86876 3.83325  0.029
H -0.22346 -5.21985 4.32515  0.015
H 2.90540 -4.14704 5.36083  0.033
H 2.05492 -2.96901 4.33799  0.014
H 3.70292 -3.50439 3.91293  0.025
H 1.07124 -5.60600 1.10152  -0.001
H 2.27640 -4.32137 1.00919  -0.002
H -2.51164 -4.34114 2.02060  0.009
H -1.31975 -5.63593 2.09250  -0.004
H -2.93951 -7.43403 0.12737  0.023
H -3.62157 -6.73265 -1.35062  0.024
H -4.23232 -6.22786 0.23284  0.025
H -0.09000 -6.57888 -0.77555  0.026
H 0.19280 -4.89172 -1.25378  0.030
H -0.85052 -5.93649 -2.24061  0.027
H -3.77008 -3.40246 -0.63086  0.041
H -2.85459 -3.70431 -2.12165  0.029
H -2.12578 -2.75747 -0.82218  -0.002
C -2.46895 -4.58189 -7.03631  -0.111
C -1.72457 -3.25169 -7.12518  -0.307
S -2.42154 -2.11622 -5.96096  0.638
O -3.74439 -1.74742 -6.40824  -0.297
O -2.22353 -2.66064 -4.64111  -0.286
C -1.39338 -0.67980 -6.13860  -0.215
C -1.95595 0.50337 -5.35723  -0.132
N -2.12593 0.22381 -3.93620  0.048
C -1.12858 -0.11720 -3.08159  -0.337
N -1.58986 -0.46946 -1.89887  0.133
C -2.94197 -0.38619 -1.97658  -0.046
C -3.29475 0.04291 -3.21587  -0.160
N -4.60268 0.42714 -3.64904  -0.329
O -5.53270 0.10153 -2.93990  0.090
O -4.70517 1.08631 -4.67570  0.050
C 0.32294 -0.07693 -3.41955  0.024
H -2.05707 -5.28117 -7.76243  0.076
H -3.52960 -4.44766 -7.24729  0.079
H -2.36798 -5.01345 -6.04154  0.079
H -1.82088 -2.78611 -8.10757  0.103
H -0.66956 -3.35271 -6.86274  0.106
H -1.39385 -0.43442 -7.20288  0.114
H -0.39017 -0.96775 -5.82447  0.096
H -2.92472 0.77996 -5.75509  0.105
H -1.28727 1.35520 -5.47168  0.131
H -3.59304 -0.58334 -1.13999  0.135
H 0.54046 0.61568 -4.23475  0.080
H 0.68820 -1.07401 -3.68070  0.105
H 0.87483 0.24253 -2.53563  0.049
N 4.30365 -2.10867 1.29496  0.178
C 3.39986 -1.35587 1.96516  -0.664
O 2.20739 -1.58194 1.96011  -0.227
C 3.90532 -0.25099 2.87433  -0.517
I 5.42140 0.99278 2.01873  0.830
H 3.89345 -2.63174 0.52399  0.086
H 5.22319 -1.72583 1.14980  0.049
H 4.33707 -0.68550 3.77306  0.056
H 3.06409 0.38176 3.13250  -0.005
C 4.27450 -1.32559 -2.25921  -0.022
O 2.71597 -0.08807 -0.96850  -0.297
C 3.06605 -1.24949 -1.32646  -0.781
O 2.52270 -2.32288 -0.98271  -0.074
H 5.09200 -0.72120 -1.85663  0.066
H 4.00954 -0.89862 -3.23154  0.066
H 4.59701 -2.35589 -2.40014  0.066

Stability, highest: arrangement 2

Arrangement 1

Formula: C6H14
Source: the Open Molecules 2025 dataset
Level of theory: ωB97M-V with the def2-TZVPD basis set

Summary:
* 2S+1: 1

Each line ends with the Löwdin charge.
Geometry (Å):
C -1.23348 2.09073 1.01024  -0.120
C -0.18309 1.01530 1.07837  -0.238
C 0.00112 0.03346 0.06416  -0.506
C -0.61094 0.26098 -1.29154  -0.063
C 1.27993 -0.77842 0.12705  -0.232
C 1.33537 -2.04402 -0.72140  -0.118
H -2.25118 1.67887 0.91245  0.076
H -1.22115 2.67831 1.93259  0.070
H -1.09122 2.79283 0.17691  0.072
H 0.50164 0.98671 1.92121  0.109
H -0.82251 -0.24172 1.04687  0.123
H -1.07672 -1.28494 0.44898  0.116
H -0.70137 -0.66799 -1.85643  0.075
H -1.59584 0.72395 -1.21462  0.079
H 0.05184 0.95550 -1.82659  0.107
H 1.48250 -1.01673 1.17669  0.118
H 2.06697 -0.07619 -0.18447  0.129
H 1.30482 -1.82017 -1.79323  0.069
H 2.26775 -2.58358 -0.52606  0.072
H 0.49558 -2.70287 -0.48118  0.062

Arrangement 2

Formula: C6H14
Source: the Open Molecules 2025 dataset
Level of theory: ωB97M-V with the def2-TZVPD basis set

Summary:
* 2S+1: 1
* SMILES: CCCC(C)C

Each line ends with the Löwdin charge.
Geometry (Å):
C -1.47659 -2.20394 1.06376  -0.107
C -0.97723 -1.12968 0.07704  -0.264
C 0.05786 -0.14381 0.62756  -0.214
C 0.28775 1.03801 -0.32408  -0.457
C 1.24910 2.06316 0.27588  -0.092
C 0.78525 0.56830 -1.69283  -0.087
H -1.00317 -2.12462 2.04951  0.067
H -1.27247 -3.20849 0.70181  0.060
H -2.56002 -2.14769 1.21513  0.066
H -0.56841 -1.60409 -0.82206  0.093
H -1.84024 -0.54571 -0.26160  0.107
H 1.01193 -0.66287 0.80956  0.122
H -0.26910 0.24245 1.60456  0.116
H -0.68485 1.53438 -0.47083  0.133
H 1.38376 2.91677 -0.39800  0.075
H 0.88168 2.44801 1.23452  0.075
H 2.23737 1.61832 0.44736  0.080
H 0.90364 1.41167 -2.38104  0.076
H 1.75924 0.07081 -1.59661  0.086
H 0.09449 -0.14097 -2.15965  0.064

Stability, highest: arrangement 2

Arrangement 1

Formula: C6H14
Source: the Open Molecules 2025 dataset
Level of theory: ωB97M-V with the def2-TZVPD basis set

Summary:
* 2S+1: 1
* SMILES: CCCC(C)C

Each line ends with the Löwdin charge.
Geometry (Å):
C -1.83167 -2.15054 -0.23479  -0.102
C -1.26326 -0.76608 0.13478  -0.296
C 0.22553 -0.62699 -0.05409  -0.226
C 0.72691 0.71840 0.45373  -0.460
C 2.24156 0.78506 0.32891  -0.093
C 0.07122 1.91081 -0.24915  -0.085
H -1.17084 -2.89490 -0.70572  0.075
H -2.31068 -1.53312 -0.97494  0.047
H -2.56676 -2.62668 0.42993  0.070
H -1.73922 -0.03107 -0.62542  0.113
H -1.65804 -0.44070 1.09782  0.112
H 0.42741 -0.73748 -1.13334  0.129
H 0.77335 -1.44250 0.43855  0.120
H 0.45834 0.76615 1.52032  0.135
H 2.62715 1.72404 0.73560  0.074
H 2.71633 -0.04568 0.86370  0.076
H 2.53994 0.72085 -0.72512  0.083
H 0.48747 2.84939 0.13394  0.076
H 0.25913 1.87651 -1.33050  0.086
H -1.01387 1.94453 -0.10422  0.067

Arrangement 2

Formula: C6H14
Source: the Open Molecules 2025 dataset
Level of theory: ωB97M-V with the def2-TZVPD basis set

Summary:
* 2S+1: 1
* SMILES: CCCC(C)C

Each line ends with the Löwdin charge.
Geometry (Å):
C 2.03177 1.08162 0.71535  -0.085
C 0.97588 1.51312 -0.46046  -0.212
C -0.39230 0.78412 -0.38267  -0.186
C -0.59889 -0.59488 0.36223  -0.458
C -2.02300 -0.73124 0.58688  -0.112
C -0.11490 -1.69868 -0.60050  -0.089
H 1.48316 0.76242 1.59030  0.045
H 2.53059 0.19437 0.23460  0.074
H 2.79193 1.76845 1.01082  0.042
H 1.61622 1.48273 -1.42624  0.119
H 0.82053 2.54094 -0.32780  0.055
H -0.81257 0.59678 -1.46013  0.143
H -1.06797 1.48786 -0.01389  0.072
H 0.01229 -0.60885 1.17213  0.078
H -2.50918 0.00168 1.09279  0.036
H -2.19097 -1.78384 0.92174  0.101
H -2.60426 -0.65272 -0.44867  0.131
H 0.76185 -1.33919 -1.20774  0.085
H 0.21849 -2.72610 -0.15191  0.103
H -0.92870 -2.07859 -1.20682  0.058

Stability, highest: arrangement 1